[1]
DFT (wB97M-V/def2-TZVPD) results for C8H6N2 in the gas phase at a distorted geometry.

Last column: natural (NBO) charge in e.
Cartesian coordinates (Å):
C  -0.05879  -1.13032  1.93355  -0.236
C  1.17740  -0.89635  1.49804  -0.198
C  1.63344  -0.47724  0.30090  -0.204
C  0.71046  0.03099  -0.46361  0.137
C  0.17556  1.50113  -2.30683  0.280
C  -1.52630  0.64908  -0.98878  0.150
C  -0.60409  -0.03594  -0.10664  -0.162
C  -1.11106  -0.59402  1.12452  -0.154
H  -0.58993  -1.92843  2.69902  0.246
H  2.02633  -1.00771  2.26309  0.217
H  2.76810  -0.47957  0.10169  0.243
H  0.52861  2.49901  -3.02834  0.215
H  -2.59004  0.33746  -0.62982  0.173
H  -2.29889  -0.39858  1.34180  0.234
N  0.94080  0.65555  -1.73085  -0.467
N  -1.18160  1.27493  -2.00774  -0.476

E = -417.821701 Eh
ΔE to the lowest compared entry with this formula, charge and spin = 76.0 kcal/mol
F_max = 7.95 eV/Å
E_LUMO = 0.133 eV
SMILES = c1ccc2ncncc2c1
HOMO level = -8.805 eV

[2]
DFT (wB97M-V/def2-TZVPD) results for C8H6N2 in the gas phase at a distorted geometry.

Last column: natural (NBO) charge in e.
Cartesian coordinates (Å):
C  0.02172  1.08228  -2.11656  -0.249
C  0.87651  2.01404  -1.34280  0.050
C  0.52946  0.63700  0.48400  0.315
C  0.59204  -0.72723  2.33414  0.091
C  -0.44697  -1.55012  1.69767  -0.265
C  -0.93798  -1.33595  0.51629  -0.159
C  -0.46471  -0.13568  -0.16937  -0.130
C  -0.68115  0.04094  -1.52319  -0.165
H  -0.09918  1.34413  -3.23497  0.220
H  1.26758  2.88414  -1.80376  0.199
H  1.04597  -1.20949  3.26377  0.198
H  -0.73389  -2.45988  2.29961  0.211
H  -1.70556  -2.08510  -0.00792  0.228
H  -1.39370  -0.59272  -2.07592  0.226
N  1.11993  1.79131  -0.03382  -0.370
N  1.00995  0.30234  1.71282  -0.398

E = -417.924800 Eh
ΔE to the lowest compared entry with this formula, charge and spin = 11.3 kcal/mol
F_max = 5.57 eV/Å
E_LUMO = 0.089 eV
SMILES = c1cnc2ncccc2c1
HOMO level = -9.267 eV

Please write out number 2 again, unchanged.
DFT (wB97M-V/def2-TZVPD) results for C8H6N2 in the gas phase at a distorted geometry.

Last column: natural (NBO) charge in e.
Cartesian coordinates (Å):
C  0.02172  1.08228  -2.11656  -0.249
C  0.87651  2.01404  -1.34280  0.050
C  0.52946  0.63700  0.48400  0.315
C  0.59204  -0.72723  2.33414  0.091
C  -0.44697  -1.55012  1.69767  -0.265
C  -0.93798  -1.33595  0.51629  -0.159
C  -0.46471  -0.13568  -0.16937  -0.130
C  -0.68115  0.04094  -1.52319  -0.165
H  -0.09918  1.34413  -3.23497  0.220
H  1.26758  2.88414  -1.80376  0.199
H  1.04597  -1.20949  3.26377  0.198
H  -0.73389  -2.45988  2.29961  0.211
H  -1.70556  -2.08510  -0.00792  0.228
H  -1.39370  -0.59272  -2.07592  0.226
N  1.11993  1.79131  -0.03382  -0.370
N  1.00995  0.30234  1.71282  -0.398

E = -417.924800 Eh
ΔE to the lowest compared entry with this formula, charge and spin = 11.3 kcal/mol
F_max = 5.57 eV/Å
E_LUMO = 0.089 eV
SMILES = c1cnc2ncccc2c1
HOMO level = -9.267 eV